{
  "formula": "C41H66FN7PSSi4TeV",
  "method": "the ωB97M-V functional and the def2-TZVPD basis",
  "symbols": ["V", "C", "C", "C", "C", "C", "C", "N", "N", "C", "C", "C", "C", "C", "N", "H", "H", "H", "H", "H", "H", "H", "H", "H", "F", "C", "C", "C", "C", "C", "C", "H", "H", "H", "H", "C", "N", "C", "N", "C", "N", "C", "N", "C", "C", "H", "H", "H", "H", "H", "H", "H", "H", "H", "H", "H", "H", "C", "Si", "C", "C", "Si", "Te", "Si", "C", "C", "C", "Si", "C", "C", "C", "H", "H", "H", "H", "H", "H", "H", "H", "H", "H", "H", "H", "H", "H", "H", "H", "H", "H", "H", "H", "H", "H", "H", "H", "H", "H", "H", "S", "C", "C", "C", "C", "C", "C", "H", "H", "H", "H", "H", "C", "P", "C", "C", "H", "H", "H", "H", "H", "H", "H", "H", "H"],
  "positions_angstrom": [[0.3083, -0.4698, -0.3753], [-4.5452, 2.4352, -0.6322], [-4.0372, 1.3093, 0.0145], [-2.7105, 0.9503, -0.1170], [-1.8106, 1.6998, -0.9148], [-2.3377, 2.8439, -1.5593], [-3.6720, 3.1862, -1.4128], [-0.5205, 1.2876, -1.0118], [0.3215, 2.2324, -1.6272], [1.5745, 1.8899, -1.5465], [2.6064, 2.7693, -2.0505], [3.9112, 2.4780, -1.8506], [4.2847, 1.2905, -1.1507], [3.2808, 0.4610, -0.7472], [1.9663, 0.6967, -0.9484], [-5.5822, 2.7234, -0.5180], [-4.6847, 0.7121, 0.6495], [-2.3343, 0.0900, 0.4315], [-1.6730, 3.4401, -2.1665], [-4.0420, 4.0701, -1.9226], [2.2859, 3.6692, -2.5586], [4.6777, 3.1529, -2.2160], [5.3179, 1.0371, -0.9613], [3.5024, -0.4702, -0.2333], [-3.6744, 4.9884, 2.3281], [-2.7317, 4.0186, 2.3562], [-1.6764, 4.0892, 1.4713], [-0.7100, 3.0939, 1.5083], [-0.8211, 2.0454, 2.4164], [-1.9029, 1.9958, 3.2872], [-2.8682, 2.9930, 3.2702], [-1.6323, 4.8889, 0.7451], [0.0980, 3.1136, 0.7859], [-2.0041, 1.1706, 3.9800], [-3.7222, 2.9740, 3.9343], [-1.4248, -0.5054, -3.2575], [-1.9900, -1.1165, -4.4637], [-1.0297, -2.0753, -5.0021], [-0.6986, -3.1224, -4.0360], [-0.1529, -2.4860, -2.8368], [-1.0999, -1.5211, -2.2225], [-2.3365, -2.2548, -1.9045], [-2.9253, -2.8903, -3.0850], [-3.1984, -1.8425, -4.0758], [-1.9344, -3.8057, -3.6574], [-2.1548, 0.1906, -2.8544], [-0.5207, 0.0517, -3.5054], [-0.1149, -1.5452, -5.2753], [-1.4503, -2.5381, -5.8990], [0.7601, -1.9518, -3.1028], [0.0968, -3.2472, -2.1002], [-3.0564, -1.5544, -1.4779], [-2.0942, -3.0182, -1.1657], [-3.9150, -1.1351, -3.6531], [-3.6372, -2.3051, -4.9638], [-2.3641, -4.2815, -4.5428], [-1.6989, -4.5778, -2.9214], [4.7536, 0.8474, 2.8063], [3.8127, -0.2208, 4.0248], [4.8155, -0.3679, 5.6149], [3.5339, -1.9262, 3.3044], [1.7452, 0.7825, 4.5187], [0.5883, 0.4777, 2.3399], [2.0114, 3.1101, 4.7124], [0.4367, 3.9180, 5.3411], [3.3994, 3.4527, 5.9432], [2.4877, 3.8523, 3.0569], [0.8096, -0.2198, 6.4189], [-1.0409, 0.0345, 6.6051], [1.1794, -2.0611, 6.4692], [1.6670, 0.5963, 7.8862], [5.6293, 0.3010, 2.4434], [5.1035, 1.7726, 3.2706], [4.1457, 1.1121, 1.9384], [5.8039, -0.7810, 5.3925], [4.3351, -1.0308, 6.3378], [4.9604, 0.6047, 6.0902], [4.4905, -2.3450, 2.9762], [2.8677, -1.9216, 2.4355], [3.1071, -2.6057, 4.0466], [0.0880, 3.4704, 6.2749], [-0.3649, 3.8326, 4.6039], [0.6196, 4.9812, 5.5241], [3.1728, 3.0744, 6.9416], [3.5606, 4.5324, 6.0215], [4.3372, 3.0021, 5.6112], [2.0104, 3.3425, 2.2185], [3.5675, 3.8027, 2.9029], [2.1880, 4.9036, 3.0281], [-1.5999, -0.4115, 5.7807], [-1.2969, 1.0945, 6.6575], [-1.3783, -0.4448, 7.5292], [0.8534, -2.5705, 5.5615], [0.6610, -2.5164, 7.3185], [2.2491, -2.2432, 6.5930], [1.3369, 1.6292, 8.0161], [2.7527, 0.5970, 7.7724], [1.4267, 0.0498, 8.8036], [1.1452, -2.7377, 0.2988], [2.6037, -3.3089, -0.5057], [3.2256, -4.4759, -0.0452], [4.3692, -4.9674, -0.6537], [4.9305, -4.3082, -1.7406], [4.3275, -3.1478, -2.2047], [3.1808, -2.6551, -1.5988], [2.7951, -4.9922, 0.8045], [4.8275, -5.8733, -0.2735], [5.8258, -4.6907, -2.2145], [4.7537, -2.6099, -3.0433], [2.7379, -1.7354, -1.9582], [-3.5530, -1.9302, 2.4269], [-1.9322, -2.4029, 1.6973], [-0.9874, -2.7521, 3.2313], [-2.2889, -4.1386, 1.2047], [-3.8938, -2.6347, 3.1902], [-4.3035, -1.8736, 1.6358], [-3.4695, -0.9346, 2.8686], [-1.4696, -3.5228, 3.8393], [-0.8946, -1.8343, 3.8133], [0.0194, -3.0721, 2.9535], [-2.6996, -4.7189, 2.0350], [-1.3519, -4.5895, 0.8721], [-2.9976, -4.1680, 0.3755]],
  "atomic_forces_ev_per_a": [[-0.27, -0.55, -0.46], [-0.01, 0.01, 0.02], [0.02, 0.02, -0.02], [-0.07, -0.06, -0.08], [0.01, -0.07, -0.05], [-0.05, -0.03, -0.04], [0.01, -0.01, -0.02], [-0.14, 0.46, 0.24], [0.03, -0.11, 0.02], [0.01, 0.08, 0.06], [-0.02, -0.01, -0.01], [0.02, 0.01, 0.01], [-0.01, 0.00, 0.00], [-0.01, 0.03, 0.04], [-0.30, -0.32, -0.14], [0.00, 0.00, 0.00], [0.00, 0.00, 0.00], [0.01, 0.03, -0.02], [0.01, 0.01, 0.01], [0.00, 0.00, 0.00], [0.00, 0.00, -0.01], [0.00, 0.00, 0.00], [0.00, 0.00, 0.01], [0.02, 0.05, 0.02], [0.01, -0.01, 0.00], [-0.01, -0.01, 0.00], [-0.01, 0.01, 0.03], [0.00, -0.01, 0.06], [0.12, 0.12, 0.04], [-0.02, 0.01, -0.02], [0.01, 0.01, 0.00], [0.01, 0.00, 0.00], [-0.02, 0.02, 0.00], [0.00, -0.04, 0.04], [0.00, -0.01, 0.00], [-0.08, 0.01, -0.03], [0.01, 0.01, 0.06], [0.00, 0.00, -0.01], [-0.01, 0.02, 0.05], [0.00, -0.06, -0.10], [0.63, 0.21, -0.10], [-0.02, -0.01, 0.10], [0.03, 0.05, 0.01], [-0.03, -0.01, -0.01], [-0.01, -0.03, 0.00], [0.00, 0.07, 0.10], [0.02, -0.02, 0.00], [0.00, 0.00, 0.00], [0.00, 0.00, 0.01], [0.00, 0.03, -0.01], [-0.01, -0.01, 0.04], [0.00, 0.03, 0.04], [0.02, 0.00, -0.05], [0.00, 0.00, 0.00], [0.00, 0.00, 0.00], [0.00, 0.00, 0.00], [0.00, 0.00, 0.00], [0.02, 0.00, 0.02], [-0.10, 0.04, 0.02], [0.07, -0.04, -0.03], [0.05, -0.03, 0.00], [0.26, 0.16, 0.12], [-0.33, 0.03, -0.05], [0.00, -0.10, 0.04], [0.00, 0.03, -0.02], [-0.02, 0.10, -0.01], [0.03, 0.01, 0.01], [0.07, 0.09, -0.12], [-0.01, -0.03, 0.03], [-0.02, -0.01, 0.05], [-0.07, -0.09, 0.09], [0.00, 0.02, -0.01], [-0.01, 0.01, 0.01], [0.00, -0.02, 0.00], [0.00, 0.00, 0.01], [-0.01, 0.01, 0.00], [-0.01, 0.01, 0.00], [-0.01, -0.02, 0.00], [0.00, 0.02, 0.01], [-0.02, 0.01, -0.01], [0.01, -0.01, 0.01], [0.02, 0.01, 0.02], [-0.02, 0.00, 0.01], [0.00, -0.02, 0.00], [0.01, -0.01, 0.02], [0.00, -0.01, 0.00], [0.00, 0.02, 0.03], [0.00, -0.02, -0.01], [0.01, 0.00, -0.02], [0.01, -0.01, -0.04], [0.00, 0.01, -0.03], [-0.02, 0.03, 0.00], [-0.02, 0.00, -0.03], [0.02, -0.02, -0.01], [0.00, 0.00, -0.02], [0.01, 0.01, -0.02], [0.01, 0.00, -0.02], [0.01, 0.03, 0.02], [0.11, -0.03, 0.18], [-0.02, 0.02, -0.03], [0.01, -0.02, 0.00], [0.00, 0.00, 0.01], [0.01, 0.01, 0.00], [0.01, 0.00, 0.00], [-0.02, -0.05, -0.03], [0.00, 0.00, 0.00], [0.00, 0.00, 0.00], [0.00, 0.00, 0.00], [0.00, 0.00, 0.00], [-0.04, -0.05, -0.04], [-0.03, 0.06, -0.03], [0.15, -0.05, -0.02], [0.01, 0.00, 0.08], [-0.04, -0.02, -0.01], [0.03, -0.01, -0.01], [0.00, 0.00, 0.00], [0.00, 0.01, 0.00], [-0.02, 0.00, -0.02], [-0.02, -0.02, 0.00], [-0.02, -0.01, 0.00], [0.02, 0.01, 0.01], [-0.01, -0.01, 0.00], [-0.02, 0.00, 0.03]],
  "mulliken_spin": [2.755, 0.029, -0.011, 0.238, -0.093, 0.027, -0.013, -0.200, 0.026, 0.113, 0.018, -0.009, 0.020, 0.074, -0.053, 0.003, 0.001, -0.120, 0.004, -0.001, 0.000, -0.001, 0.002, -0.025, 0.000, -0.002, 0.005, -0.002, 0.017, 0.003, 0.004, 0.003, -0.007, -0.002, 0.000, 0.103, -0.001, 0.001, 0.000, 0.082, -0.068, 0.022, -0.001, 0.000, 0.001, 0.009, -0.047, 0.000, 0.000, -0.060, 0.011, -0.003, 0.009, 0.000, 0.000, 0.000, -0.001, 0.000, 0.001, 0.001, -0.016, 0.008, 0.071, 0.006, 0.000, 0.001, -0.001, -0.004, 0.000, 0.000, 0.001, 0.000, 0.000, 0.000, 0.000, 0.000, 0.000, 0.000, 0.008, -0.001, 0.000, 0.000, 0.000, 0.000, 0.000, 0.000, 0.000, 0.000, 0.000, 0.000, 0.000, 0.000, 0.000, 0.000, 0.000, 0.000, 0.000, 0.000, 0.011, -0.074, 0.001, -0.002, 0.007, -0.005, 0.066, 0.001, 0.000, 0.001, 0.000, 0.058, -0.001, -0.015, 0.006, 0.002, 0.001, 0.000, -0.001, 0.000, 0.006, 0.005, 0.000, -0.001, 0.000],
  "homo_energy_ha": [-0.09715, -0.11212],
  "gap_ha": [0.1751, 0.1900],
  "e_tot_ha": -5194.80397,
  "e_lumo_ev": [2.12, 2.12],
  "spin_multiplicity": 4,
  "de_lowest_kcal_mol": 0.00,
  "charge": -1,
  "max_force_ha_per_bohr": 0.0150
}